1.
The following is a quantum chemistry calculation of a structure of composition C55H46AsBrCsF5N2OP2Te in a non-equilibrium geometry, from the Open Molecules 2025 dataset.

XYZ file:
```
115
Properties=species:S:1:pos:R:3
Cs 0.1887 -1.4446 1.1641
Br -5.8718 3.8293 3.8039
C -4.6570 2.3788 3.8744
C -4.4077 1.6438 2.7263
C -3.4894 0.6084 2.7649
C -2.8450 0.2840 3.9557
C -3.1109 1.0311 5.0988
C -4.0136 2.0834 5.0599
N -1.8870 -0.7496 3.9511
C -1.8436 -1.5586 4.9184
C -0.7726 -2.5774 5.0346
C -0.8482 -3.5834 5.9880
C 0.1877 -4.5041 6.0756
C 1.2724 -4.3799 5.2225
C 1.2575 -3.3266 4.3153
N 0.2670 -2.4565 4.2095
H -4.9108 1.8874 1.8052
H -3.2768 0.0403 1.8672
H -2.5771 0.8211 6.0160
H -4.2039 2.6753 5.9439
H -2.5903 -1.5495 5.7221
H -1.7060 -3.6460 6.6448
H 0.1484 -5.3028 6.8040
H 2.1073 -5.0631 5.2534
H 2.0894 -3.1868 3.6292
C 5.1834 -3.9727 -3.7370
C 5.6487 -4.6228 -2.5991
C 4.9035 -4.5928 -1.4298
C 3.6862 -3.9139 -1.3956
C 3.2272 -3.2601 -2.5332
C 3.9774 -3.2918 -3.7021
As 2.5912 -3.8383 0.2075
C 3.9702 -4.0570 1.5755
C 4.6829 -2.9020 1.9040
C 5.6398 -2.9277 2.9076
C 5.8863 -4.1060 3.6023
C 5.1802 -5.2564 3.2809
C 4.2243 -5.2338 2.2701
C 1.8355 -5.6401 0.2330
C 2.1290 -6.6281 -0.6981
C 1.5223 -7.8758 -0.6107
C 0.6216 -8.1482 0.4089
C 0.3190 -7.1644 1.3426
C 0.9182 -5.9172 1.2467
H 5.7705 -3.9898 -4.6460
H 6.5952 -5.1474 -2.6214
H 5.2742 -5.0933 -0.5426
H 2.2998 -2.7014 -2.5021
H 3.6211 -2.7646 -4.5762
H 4.4922 -1.9783 1.3657
H 6.1900 -2.0279 3.1485
H 6.6292 -4.1272 4.3883
H 5.3767 -6.1795 3.8114
H 3.6840 -6.1404 2.0244
H 2.8293 -6.4260 -1.4996
H 1.7555 -8.6367 -1.3439
H 0.1522 -9.1208 0.4736
H -0.3869 -7.3668 2.1379
H 0.6743 -5.1511 1.9792
C -0.8634 2.8562 -2.9519
P -0.5877 2.0172 -1.3391
C -0.5953 3.3336 -0.0889
C -1.2232 3.1901 1.1430
C -1.1220 4.1839 2.1068
C -0.3768 5.3246 1.8497
C 0.2825 5.4593 0.6333
C 0.1817 4.4668 -0.3254
C -2.1577 1.0947 -1.1344
C -2.1389 -0.2663 -1.4477
C -3.3083 -1.0177 -1.4057
C -4.5125 -0.4100 -1.0902
C -4.5458 0.9478 -0.8077
C -3.3766 1.6923 -0.8060
P -2.4160 3.8162 -3.2434
C -1.9913 5.4314 -2.4741
C -0.9620 6.2462 -2.9437
C -0.6726 7.4471 -2.3156
C -1.4122 7.8503 -1.2095
C -2.4418 7.0506 -0.7379
C -2.7315 5.8509 -1.3740
C -2.1945 4.2477 -5.0140
C -1.1610 3.8028 -5.8329
C -1.1094 4.1782 -7.1710
C -2.0832 5.0067 -7.7036
C -3.1215 5.4556 -6.8963
C -3.1790 5.0717 -5.5668
H -0.8599 2.0335 -3.6715
H 0.0329 3.4459 -3.1648
H -1.7857 2.2958 1.3686
H -1.6226 4.0563 3.0586
H -0.2963 6.1023 2.5974
H 0.8793 6.3384 0.4342
H 0.7153 4.5715 -1.2597
H -1.2031 -0.7333 -1.7280
H -3.2797 -2.0709 -1.6555
H -5.4294 -0.9856 -1.0820
H -5.4912 1.4309 -0.6001
H -3.4199 2.7499 -0.5817
H -0.3898 5.9442 -3.8139
H 0.1264 8.0733 -2.6906
H -1.1873 8.7884 -0.7202
H -3.0209 7.3592 0.1221
H -3.5453 5.2337 -1.0122
H -0.3855 3.1591 -5.4411
H -0.3007 3.8223 -7.7953
H -2.0372 5.3011 -8.7434
H -3.8893 6.0982 -7.3068
H -3.9970 5.4137 -4.9430
F 1.1793 0.8826 0.4903
Te 1.9075 0.4642 -1.3304
F 2.5622 2.1918 -1.1106
F 1.3822 1.1150 -3.0584
F 3.3727 0.0383 -2.4367
F 3.2306 -0.1532 -0.1001
O 0.9610 -1.0477 -1.3978
```

Output
**Relative energy (zero: lowest compared OMol25 entry of this formula, charge and spin)**: 9.5 kcal per mole
**Charge**: 0
**Multiplicity**: 1
**Orbital gap**: 7.39 eV

2.
The following is a quantum chemistry calculation of a structure of composition C55H47Br3CsIN4O5P2 in a non-equilibrium geometry, from the Open Molecules 2025 dataset.

XYZ file:
```
118
Properties=species:S:1:pos:R:3
Cs -1.7920 -3.6721 -0.8532
Br 5.2271 0.3742 -5.4591
C 5.9534 0.2432 -3.6818
C 6.7517 -0.8842 -3.5361
C 7.1663 -1.2149 -2.3057
Br 8.2559 -2.7530 -1.8952
C 6.7386 -0.4758 -1.1851
C 7.0510 -0.9734 0.1251
C 6.5378 -0.3014 1.1625
C 5.7349 0.8580 0.9205
N 5.3393 1.2814 -0.2246
C 5.9333 0.6797 -1.3035
C 5.5381 1.1705 -2.6584
O 4.8639 2.2064 -2.9752
H 6.9926 -1.4309 -4.3676
H 7.6387 -1.7868 0.3904
H 6.9001 -0.4898 2.2098
H 5.5540 1.4801 1.7900
C -2.4149 -0.1855 2.9966
C -2.0951 -0.1711 1.4306
P -1.6819 1.5119 0.5591
C -0.2202 2.0644 1.5564
C -0.2572 2.5830 2.8629
C 0.7597 2.5295 3.7643
C 1.9776 1.9571 3.3461
C 2.1017 1.5243 2.0107
C 1.0255 1.6284 1.1396
C -2.9296 2.9211 0.9756
C -2.7129 4.1982 1.3911
C -3.8165 5.0862 1.6182
C -5.1482 4.7655 1.3422
C -5.3563 3.5045 0.7775
C -4.2902 2.6113 0.6351
C -2.3368 -1.5220 3.7347
P -2.1844 -3.1695 2.8179
C -3.7740 -3.2780 1.8578
C -3.9580 -4.6468 1.2231
C -4.8785 -4.3724 0.0896
C -5.8187 -3.3927 0.0788
C -5.8802 -2.3296 1.1151
C -4.6538 -2.2513 1.9431
C -2.4489 -4.3251 4.2394
C -1.4193 -4.8472 5.0190
C -1.7133 -5.5635 6.1895
C -3.0711 -5.8304 6.5580
C -4.0836 -5.2890 5.7902
C -3.7895 -4.5562 4.6662
H -3.3586 0.2029 3.2500
H -1.7495 0.6508 3.4277
H -2.7834 -0.8199 0.8433
H -0.9641 -0.6559 1.4013
H -1.1459 2.9704 3.1882
H 0.6432 2.8292 4.8008
H 2.8130 1.8005 4.0123
H 3.0228 1.3172 1.5828
H 1.1317 1.2017 0.1223
H -1.7408 4.6760 1.5016
H -3.4727 5.9907 2.1465
H -5.9430 5.4245 1.4692
H -6.3572 3.2020 0.5297
H -4.5282 1.5607 0.4683
H -3.1120 -1.4540 4.4171
H -1.4615 -1.5229 4.3696
H -4.6841 -5.1521 1.9995
H -4.8045 -5.2466 -0.8945
H -6.6170 -3.3384 -0.6175
H -6.2552 -1.2969 0.7043
H -4.4087 -1.4115 2.4693
H -0.4074 -4.5851 4.8659
H -0.7582 -5.8306 6.6714
H -3.2186 -6.3747 7.4859
H -5.0580 -5.4072 6.1537
H -4.5201 -4.1609 3.9719
C -2.7915 5.3448 -1.3992
O -1.5224 5.3183 -0.8390
C -0.4851 4.8028 -1.6219
C -0.6261 4.0479 -2.7554
C 0.4633 3.5438 -3.4016
Br 0.3206 2.8040 -5.1435
C 1.7307 3.7788 -2.8778
C 1.9451 4.6013 -1.7328
C 0.7750 5.0450 -1.1101
O 0.8707 5.8318 0.0220
C 3.2284 5.1256 -1.2965
N 3.5716 6.3107 -0.7980
C 4.9287 6.3381 -0.8448
C 5.9370 7.2586 -0.3651
C 7.2841 6.9817 -0.4924
C 7.7138 5.7436 -1.0645
C 6.7654 4.7586 -1.4426
C 5.4050 5.1584 -1.3089
N 4.3048 4.3673 -1.6060
H -3.4535 4.5562 -1.0765
H -2.6020 5.3540 -2.4615
H -3.2710 6.2870 -1.0766
H -1.5735 3.7811 -3.0929
H 2.4995 3.2721 -3.4402
H 0.0180 6.0856 0.4455
H 5.6533 8.2220 0.1377
H 8.1275 7.6580 -0.2773
H 8.7334 5.6186 -1.3487
H 7.2025 3.7585 -1.8614
H 4.4894 3.4088 -2.0599
I -1.0699 -9.2660 -8.4964
C -6.1449 -9.5892 -5.0688
C -5.5328 -8.5957 -5.7736
C -5.2771 -7.4741 -4.9563
C -5.5090 -7.5361 -3.5932
C -5.9631 -8.7397 -3.0802
N -6.2817 -9.7950 -3.8244
H -5.7256 -8.5408 -6.8395
H -4.9024 -6.5793 -5.4194
H -5.2049 -6.8459 -2.7992
H -6.0326 -8.8178 -1.9728
O 7.8408 -5.9185 -6.6872
H 7.0439 -5.6228 -7.4101
H 8.2727 -6.6433 -7.0902
O -2.7338 -5.2357 0.9798
```

Output
**Relative energy (zero: lowest compared OMol25 entry of this formula, charge and spin)**: 66.6 kcal per mole
**Charge**: -2
**Multiplicity**: 1
**Orbital gap (alpha / beta)**: 4.92 / 4.12 eV

3.
The following is a quantum chemistry calculation of a structure of composition C55H48AsN3O2PRe in a non-equilibrium geometry, from the Open Molecules 2025 dataset.

XYZ file:
```
111
Properties=species:S:1:pos:R:3
Re 1.8579 -1.0264 1.2051
O 2.2509 0.1729 2.7558
C 3.3742 0.8720 2.9067
C 3.2921 2.0572 3.6466
C 4.4007 2.8545 3.8312
C 5.6420 2.4978 3.2960
C 5.7469 1.3155 2.6050
C 4.6318 0.4864 2.3960
C 4.8587 -0.7781 1.7453
N 3.9562 -1.5951 1.3471
C 4.3321 -2.8880 0.7851
C 3.2708 -3.2534 -0.2434
N 1.9902 -3.0628 0.4270
C 1.2044 -4.0619 0.6195
C 0.1600 -4.1173 1.5936
C -0.6966 -5.2328 1.6209
C -1.5458 -5.4498 2.6744
C -1.5024 -4.5680 3.7656
C -0.6658 -3.4778 3.7692
C 0.1559 -3.1928 2.6619
O 0.9098 -2.1252 2.6811
H 2.3267 2.3202 4.0600
H 4.3092 3.7668 4.4071
H 6.5055 3.1319 3.4370
H 6.7047 1.0030 2.2047
H 5.9054 -1.0593 1.6075
H 4.3243 -3.6312 1.5867
H 5.3294 -2.8669 0.3405
H 3.4072 -4.2834 -0.5810
H 3.3428 -2.5802 -1.0974
H 1.4167 -4.9900 0.0830
H -0.6712 -5.9281 0.7890
H -2.2066 -6.3047 2.6823
H -2.1305 -4.7530 4.6279
H -0.6115 -2.8187 4.6260
C -0.7459 1.1415 -0.2860
C -2.1734 1.6615 -0.1605
As -2.7053 2.8190 -1.6699
C -2.7129 1.4122 -3.0308
C -2.1424 1.6756 -4.2714
C -2.1829 0.7235 -5.2836
C -2.7770 -0.5068 -5.0543
C -3.3387 -0.7839 -3.8132
C -3.3147 0.1737 -2.8115
C -4.6255 2.7856 -1.3023
C -5.5107 2.8850 -2.3739
C -6.8797 2.9112 -2.1584
C -7.3823 2.8462 -0.8655
C -6.5091 2.7577 0.2072
C -5.1367 2.7299 -0.0094
P -0.3673 -0.0606 1.0517
C -0.7542 0.7992 2.5952
C -0.4750 2.1631 2.6795
C -0.6218 2.8357 3.8819
C -1.0359 2.1495 5.0156
C -1.2973 0.7897 4.9429
C -1.1525 0.1152 3.7393
C -1.6005 -1.3386 0.6529
C -1.3413 -2.0432 -0.5245
C -2.2430 -2.9832 -0.9937
C -3.4031 -3.2468 -0.2768
C -3.6657 -2.5512 0.8930
C -2.7761 -1.5874 1.3516
H -0.0206 1.9590 -0.2970
H -0.6103 0.5840 -1.2181
H -2.2852 2.2354 0.7593
H -2.8847 0.8361 -0.1207
H -1.6808 2.6395 -4.4551
H -1.7559 0.9469 -6.2532
H -2.8153 -1.2471 -5.8434
H -3.8148 -1.7397 -3.6326
H -3.7897 -0.0421 -1.8605
H -5.1282 2.9296 -3.3876
H -7.5555 2.9830 -3.0007
H -8.4506 2.8691 -0.6958
H -6.8940 2.7113 1.2179
H -4.4738 2.6673 0.8449
H -0.1422 2.7114 1.8058
H -0.4168 3.8972 3.9337
H -1.1489 2.6747 5.9547
H -1.6088 0.2508 5.8281
H -1.3288 -0.9498 3.6970
H -0.4288 -1.8483 -1.0801
H -2.0399 -3.5085 -1.9185
H -4.1052 -3.9892 -0.6333
H -4.5739 -2.7485 1.4473
H -3.0172 -1.0214 2.2406
N 2.1704 -0.3189 -0.4567
C 2.3973 0.3989 -1.4844
C 1.7704 0.0839 -2.7902
C 1.6203 1.0680 -3.7674
C 1.0061 0.7671 -4.9722
C 0.5290 -0.5122 -5.2141
C 0.6539 -1.4926 -4.2391
C 1.2668 -1.1951 -3.0345
C 3.3262 1.5524 -1.3332
C 4.2598 1.8542 -2.3224
C 5.1712 2.8817 -2.1276
C 5.1508 3.6197 -0.9527
C 4.2192 3.3261 0.0351
C 3.3178 2.2928 -0.1529
H 1.9785 2.0719 -3.5813
H 0.8949 1.5389 -5.7220
H 0.0520 -0.7431 -6.1574
H 0.2781 -2.4911 -4.4206
H 1.3580 -1.9554 -2.2709
H 4.2835 1.2739 -3.2360
H 5.8991 3.1051 -2.8961
H 5.8626 4.4207 -0.8038
H 4.1997 3.8937 0.9562
H 2.5988 2.0523 0.6234
```

Output
**Relative energy (zero: lowest compared OMol25 entry of this formula, charge and spin)**: 0.0 kcal per mole
**Charge**: +1
**Multiplicity**: 2
**Orbital gap (alpha / beta)**: 7.25 / 6.28 eV
**⟨S²⟩**: 0.78

4.
The following is a quantum chemistry calculation of a structure of composition C55H48BrN4O6SSiTeV in a non-equilibrium geometry, from the Open Molecules 2025 dataset.

XYZ file:
```
118
Properties=species:S:1:pos:R:3
V 0.4363 -0.8517 0.7240
N -1.3924 -3.9218 -1.2790
N -2.3299 -3.3669 -0.3915
C -1.9639 -2.2466 0.3544
O -2.6191 -1.9628 1.3396
O -0.9555 -1.5798 -0.1410
H -1.8847 -4.4707 -1.9684
H -0.7267 -4.5079 -0.7816
H -2.9017 -4.0066 0.1372
S 3.9395 -0.6574 3.8991
C 3.4377 1.0008 3.8847
C 3.8521 2.0366 4.7110
C 3.4076 3.3151 4.4295
C 2.5656 3.5481 3.3396
C 2.1248 2.5140 2.5393
C 2.5511 1.2143 2.8124
N 2.2802 0.0894 2.0717
C 2.9521 -0.9371 2.4855
C 2.9428 -2.1610 1.7084
C 3.8475 -3.2087 1.8513
C 3.8550 -4.2274 0.9116
C 2.9836 -4.1806 -0.1692
C 2.0483 -3.1539 -0.2751
C 2.0003 -2.1454 0.6784
H 4.5184 1.8493 5.5435
H 3.7244 4.1442 5.0498
H 2.2565 4.5623 3.1193
H 1.4650 2.6883 1.7024
H 4.5402 -3.2158 2.6859
H 4.5473 -5.0539 1.0154
H 3.0273 -4.9539 -0.9290
H 1.3520 -3.1435 -1.1103
C 1.7203 0.6616 -6.1826
C 1.5496 0.4480 -4.7007
C 2.6071 0.1232 -3.8858
C 2.4771 -0.0485 -2.5000
C 3.6650 -0.2991 -1.6572
O 3.7133 0.0011 -0.4849
C 4.8888 -0.8789 -2.3043
C 6.1275 -0.3273 -1.9917
C 7.2797 -0.7842 -2.6101
C 7.2107 -1.8225 -3.5284
C 5.9868 -2.4179 -3.8020
C 4.8326 -1.9495 -3.1947
C 1.1880 0.1086 -1.9067
O 0.9703 -0.0593 -0.6273
C 0.0925 0.4328 -2.7628
C 0.2918 0.6013 -4.1153
C -1.2522 0.7411 -2.1766
N -1.4451 1.7584 -1.4438
C -0.3250 2.5519 -1.0046
C -0.7381 3.9534 -0.5801
Te -1.2167 5.2984 -2.2115
C -3.0703 4.4984 -2.8700
C -4.1957 4.5732 -2.0593
C -5.4194 4.1149 -2.5230
C -5.5277 3.5848 -3.8007
C -4.4076 3.5132 -4.6134
C -3.1824 3.9723 -4.1503
C -2.4136 -0.1256 -2.5176
C -3.5893 -0.0022 -1.7779
C -4.6987 -0.7669 -2.0826
C -4.6556 -1.6740 -3.1325
C -3.4789 -1.8380 -3.8459
C -2.3608 -1.0792 -3.5324
H 2.7699 0.5978 -6.4687
H 1.3422 1.6413 -6.4807
H 1.1656 -0.0904 -6.7486
H 3.5944 0.0427 -4.3202
H 6.1663 0.4726 -1.2629
H 8.2335 -0.3249 -2.3826
H 8.1078 -2.1718 -4.0240
H 5.9322 -3.2429 -4.5014
H 3.8810 -2.4241 -3.3992
H -0.5523 0.8813 -4.7377
H 0.4829 2.5975 -1.7470
H 0.0727 2.0468 -0.1168
H 0.0971 4.4425 -0.0771
H -1.5843 3.9020 0.1010
H -4.1192 4.9935 -1.0636
H -6.2930 4.1724 -1.8850
H -6.4805 3.2179 -4.1598
H -4.4871 3.0968 -5.6102
H -2.3103 3.9280 -4.7917
H -3.5991 0.6981 -0.9541
H -5.6068 -0.6576 -1.5022
H -5.5313 -2.2614 -3.3832
H -3.4266 -2.5697 -4.6442
H -1.4423 -1.2479 -4.0764
Br -0.0906 -4.9896 2.2397
C -1.1340 -4.2571 3.6485
C -2.0299 -5.1195 4.2640
C -2.8102 -4.6672 5.3137
C -2.6775 -3.3616 5.7612
C -1.7593 -2.5206 5.1607
C -0.9808 -2.9420 4.0862
C -0.0117 -1.9287 3.5044
O 0.5994 -1.2131 4.2868
O 0.0397 -1.8898 2.2250
H -2.1065 -6.1419 3.9196
H -3.5202 -5.3392 5.7795
H -3.2881 -3.0036 6.5805
H -1.6256 -1.5004 5.4958
C -1.0883 3.7584 4.3382
Si -2.0740 2.3293 3.5829
C -3.5622 3.0887 2.6846
C -2.7026 1.2308 4.9855
C -1.0421 1.3551 2.4382
C -0.3366 0.6058 1.7850
H -1.6779 4.3183 5.0687
H -0.7663 4.4576 3.5631
H -0.1933 3.3857 4.8396
H -4.3350 3.4007 3.3911
H -4.0067 2.3682 1.9942
H -3.2670 3.9694 2.1101
H -3.3753 1.7689 5.6576
H -1.8601 0.8591 5.5733
H -3.2358 0.3653 4.5864
```

Output
**Charge**: -1
**Multiplicity**: 2
**Orbital gap (alpha / beta)**: 7.09 / 7.79 eV
**⟨S²⟩**: 0.76

The lowest charge belongs to which entry? C55H47Br3CsIN4O5P2

Look up the multiplicity of the fourth one. 2